1.
ORCA calculation (ωB97M-V with the def2-TZVPD basis set) on the molecule C4H6S.

```
11
Properties=species:S:1:pos:R:3:mulliken_charge:R:1
S 2.0638 0.7650 1.4817 -0.2470
C 0.1895 0.2049 0.5807 -0.3147
C -0.6124 -1.0854 0.4024 -0.2603
C -1.2506 -0.7033 -0.7737 -0.5334
C -0.2983 0.6136 -0.8452 -0.3241
H 2.8535 0.7342 0.3669 0.1239
H -0.2837 0.7042 1.4283 0.2337
H -0.5732 -1.8815 1.0684 0.4546
H -2.0287 -1.3430 -1.2777 0.3384
H -0.6531 1.5864 -0.9313 0.3414
H 0.5932 0.4051 -1.5003 0.1875
```

Properties
* HOMO-LUMO gap: 9.62 eV
* 2S+1: 1
* LUMO: 0.51 eV
* SMILES: S[C@@H]1C=CC1



2.
ORCA calculation (ωB97M-V with the def2-TZVPD basis set) on a structure of composition C28H52N4NiO2P.

```
88
Properties=species:S:1:pos:R:3:lowdin_spin:R:1
Ni 1.1308 -1.2495 -2.1294 0.9418
C 1.9830 -3.4064 -5.0139 0.0012
C 1.4108 -3.2481 -3.6340 0.0108
C 2.2471 -3.2483 -2.5083 0.0187
C 1.7366 -3.1498 -1.2038 -0.0091
C 2.6311 -3.2818 -0.0041 -0.0022
C 0.3446 -2.9684 -1.0568 -0.0083
C -0.5106 -2.9267 -2.1701 0.0114
C -1.9826 -2.6927 -1.9759 0.0020
C 0.0357 -3.0958 -3.4479 0.0088
H 1.6659 -2.5941 -5.6685 0.0002
H 1.6350 -4.3390 -5.4603 0.0004
H 3.0709 -3.4276 -4.9935 0.0000
H 3.3163 -3.3596 -2.6475 0.0015
H 3.6361 -2.9158 -0.2121 -0.0001
H 2.7143 -4.3327 0.2796 -0.0006
H 2.2308 -2.7354 0.8496 -0.0002
H -0.0764 -2.8882 -0.0607 -0.0005
H -2.1955 -1.6237 -1.9047 0.0005
H -2.3327 -3.1587 -1.0555 0.0002
H -2.5527 -3.0987 -2.8100 0.0003
H -0.6224 -3.0875 -4.3090 0.0003
C 3.9000 0.1132 -2.5962 0.0006
O 2.5340 0.0061 -2.9998 0.0142
C 1.9768 1.2539 -3.4101 0.0008
C 0.5224 1.0070 -3.7118 0.0000
O -0.1184 0.3648 -2.6041 0.0173
C -0.5436 1.2838 -1.5808 0.0080
H 4.5204 0.3793 -3.4531 0.0005
H 4.1988 -0.8585 -2.2121 -0.0001
H 4.0064 0.8660 -1.8112 -0.0001
H 2.4923 1.6182 -4.3032 0.0005
H 2.1067 1.9857 -2.6058 -0.0001
H 0.4191 0.3229 -4.5535 -0.0003
H 0.0142 1.9438 -3.9498 0.0005
H -1.3166 1.9284 -2.0082 0.0024
H 0.3116 1.9012 -1.2757 0.0028
H -0.5679 -0.3925 -0.4691 0.0006
N -1.0765 0.4897 -0.5077 0.0105
P -0.9686 1.1909 1.0828 0.3343
N -1.0084 -0.2167 2.0055 0.0262
C -0.3098 -0.3216 3.2902 0.0047
C -0.1350 -1.7881 3.6545 0.0001
C -1.5001 -2.4550 3.8982 0.0000
C -2.6060 -1.7311 3.1195 0.0000
C -2.0739 -1.2109 1.7930 0.0034
N 0.7806 1.4403 1.1648 0.1378
C 1.3066 2.7914 1.1681 0.0249
C 2.5520 2.9008 2.0396 0.0009
C 3.6077 1.9034 1.5728 0.0009
C 3.0305 0.4911 1.5555 0.0076
C 1.7413 0.4450 0.7343 0.0210
N -2.7203 1.5837 1.1700 0.2920
C -3.2646 2.3443 0.0413 0.0216
C -4.5968 2.9771 0.4152 0.0038
C -4.4106 4.0271 1.5189 0.0008
C -3.2805 3.6199 2.4789 0.0061
C -3.1116 2.1067 2.4843 0.0190
H -0.8681 0.1810 4.0922 0.0013
H 0.6475 0.1850 3.2075 0.0008
H 0.5024 -1.8759 4.5351 0.0000
H 0.3924 -2.2854 2.8326 0.0002
H -1.7359 -2.4485 4.9634 0.0000
H -1.4584 -3.5034 3.5953 0.0000
H -2.9899 -0.8861 3.6964 0.0000
H -3.4513 -2.3966 2.9390 0.0000
H -2.8677 -0.7548 1.2053 0.0025
H -1.6835 -2.0635 1.2161 0.0011
H 0.5206 3.4657 1.5155 0.0162
H 1.5812 3.1187 0.1459 0.0006
H 2.2784 2.6887 3.0776 0.0003
H 2.9428 3.9196 2.0026 0.0001
H 4.4944 1.9482 2.2068 0.0000
H 3.9303 2.1759 0.5590 0.0000
H 2.8080 0.1767 2.5794 0.0000
H 3.7547 -0.2210 1.1489 0.0018
H 1.2852 -0.5449 0.8181 0.0008
H 2.0101 0.5916 -0.3331 -0.0012
H -3.3808 1.6625 -0.8039 0.0017
H -2.5763 3.1476 -0.2755 0.0116
H -5.2738 2.1874 0.7492 0.0006
H -5.0512 3.4246 -0.4697 0.0010
H -5.3462 4.1486 2.0672 0.0002
H -4.1821 4.9971 1.0732 0.0003
H -3.4785 3.9827 3.4884 -0.0003
H -2.3319 4.0629 2.1616 0.0052
H -4.0472 1.6269 2.7938 0.0063
H -2.3537 1.8061 3.2138 0.0090
```

Properties
* ⟨S²⟩: 2.01
* HOMO-LUMO gap (alpha / beta): 6.49 / 8.48 eV
* 2S+1: 3
* net charge: +1
* LUMO (alpha / beta): -1.94 / -2.05 eV



3.
ORCA calculation (ωB97M-V with the def2-TZVPD basis set) on a structure of composition C5H19N2OSn.

```
28
Properties=species:S:1:pos:R:3:mulliken_charge:R:1
C -2.1839 -3.4042 -0.4842 -0.9703
Sn -1.3061 -0.5286 -0.6172 -1.5344
N -0.9181 1.6187 -0.3667 -0.1392
N -2.9609 -0.0673 -2.1759 -0.8063
H 0.0188 1.7424 -0.8598 0.2877
H -2.2247 -2.4245 0.0712 0.1860
H -1.8222 -4.2033 0.1645 0.3153
H -1.4553 -3.2931 -1.3267 0.2570
H -3.2467 -3.6750 -0.6737 0.2826
H -2.5919 0.4181 -2.9829 0.4022
H -3.7298 0.4755 -1.7963 0.3828
H -3.3608 -0.9452 -2.5100 0.2468
H -1.5456 2.1733 -0.6020 0.0989
H -0.6285 1.6787 0.6692 0.3257
C 2.1084 -0.4917 1.6669 -1.8542
C 1.6066 0.6548 0.7878 2.1877
C 1.4700 1.9259 1.6693 -1.8959
C 2.6091 0.9161 -0.3443 -1.5533
O 0.4575 0.0890 0.2285 -0.6283
H 3.0799 -0.2255 2.1188 0.4185
H 2.2403 -1.4069 1.0670 0.3913
H 1.3891 -0.7045 2.4741 0.3518
H 2.4577 2.1605 2.1186 0.4251
H 1.1775 2.8132 1.0836 0.4118
H 0.7577 1.7644 2.4962 0.3979
H 2.7364 0.0084 -0.9589 0.2842
H 2.2771 1.7385 -0.9993 0.3417
H 3.5884 1.1925 0.0821 0.3868
```

Properties
* HOMO-LUMO gap (alpha / beta): 3.39 / 3.09 eV
* 2S+1: 1
* net charge: -1
* LUMO (alpha / beta): 3.34 / 3.37 eV



4.
ORCA calculation (ωB97M-V with the def2-TZVPD basis set) on a structure of composition C6H5Br4NO3.

```
19
Properties=species:S:1:pos:R:3:mulliken_charge:R:1
C -0.5207 0.8297 0.1479 0.4837
C -1.9275 -0.2618 -1.4585 0.3528
C 1.3471 -0.5436 0.6170 -0.5416
C 2.3053 -0.2962 -0.5243 -0.1785
C -3.0677 0.8069 -1.1238 -0.8581
C 2.1195 -0.7480 1.8687 0.3785
N -0.7679 -0.0592 -0.7874 -0.2314
O -1.1060 1.8045 0.5724 -0.6698
O -2.1173 -1.0915 -2.2957 -0.6151
O 0.6481 0.6204 0.7960 -0.1596
Br 1.9411 -0.8334 -2.2135 0.2282
Br 3.1705 0.7407 2.4345 0.0188
Br 0.9291 -1.1519 3.2577 0.0374
Br 3.2099 -2.2767 1.4191 0.0271
H 0.6139 -1.3164 0.2999 0.5992
H 3.0307 0.5060 -0.2782 0.3339
H -3.7995 0.9772 -1.8997 0.3429
H -2.5906 1.8031 -0.8082 0.2532
H -3.4181 0.4903 -0.0239 0.1984
```

Properties
* HOMO-LUMO gap (alpha / beta): 4.61 / 4.61 eV
* 2S+1: 1
* LUMO (alpha / beta): -3.85 / -3.84 eV



5.
ORCA calculation (ωB97M-V with the def2-TZVPD basis set) on a structure of composition C41H39As2BN5O5RuS2.

```
96
Properties=species:S:1:pos:R:3:lowdin_spin:R:1
Ru 0.1306 0.7234 0.5171 3.2632
O -6.1681 1.6569 -0.2943 0.0002
C -4.8224 1.5846 -0.1497 0.0002
C -3.9513 1.7161 -1.2268 0.0021
C -2.5976 1.6018 -0.9757 0.0115
N -2.1144 1.3597 0.2380 0.0523
C -2.9444 1.3102 1.2773 0.0041
C -4.3148 1.4073 1.1330 0.0010
C -2.2366 1.2379 2.6259 0.0070
O -2.8923 1.4181 3.6426 0.0089
O -0.9848 1.0288 2.5335 0.0920
C -1.5436 1.8349 -2.0414 0.0143
O -1.8822 2.2313 -3.1479 0.0121
O -0.3507 1.6330 -1.6242 0.2102
H -6.3824 1.8132 -1.2204 0.0000
H -4.2852 1.9250 -2.2342 0.0005
H -4.9520 1.3777 2.0032 0.0005
C -0.4647 -3.0011 -0.3784 0.0062
C -1.2572 -2.6950 0.8841 -0.0022
As -0.0838 -1.6726 2.0959 0.0757
C 1.3144 -3.0113 2.2760 0.0178
C 2.5545 -2.7197 1.7197 0.0001
C 3.5661 -3.6719 1.7149 -0.0002
C 3.3418 -4.9165 2.2801 0.0001
C 2.1099 -5.2084 2.8544 0.0010
C 1.0993 -4.2606 2.8518 0.0041
C -1.0106 -1.8476 3.7817 0.0189
C -0.2754 -1.7903 4.9626 0.0059
C -0.9197 -1.8406 6.1878 -0.0003
C -2.3039 -1.9362 6.2431 0.0050
C -3.0395 -1.9806 5.0704 0.0000
C -2.3955 -1.9369 3.8417 0.0065
As 0.2801 -1.3488 -1.1641 0.0558
C -0.6930 -1.3437 -2.8361 0.0122
C -0.0764 -1.2637 -4.0754 0.0064
C -0.8457 -1.1998 -5.2298 0.0009
C -2.2287 -1.2168 -5.1506 0.0033
C -2.8488 -1.3053 -3.9122 0.0009
C -2.0836 -1.3650 -2.7600 0.0033
C 2.0568 -1.8830 -1.6938 0.0123
C 2.3176 -3.1134 -2.2890 0.0027
C 3.6200 -3.4701 -2.5997 0.0005
C 4.6640 -2.5984 -2.3196 0.0000
C 4.4075 -1.3698 -1.7307 0.0002
C 3.1037 -1.0105 -1.4153 0.0028
H -1.0704 -3.4906 -1.1454 0.0010
H 0.3884 -3.6485 -0.1536 0.0003
H -1.6124 -3.6111 1.3656 0.0008
H -2.1221 -2.0587 0.6682 -0.0005
H 2.7337 -1.7432 1.2795 -0.0008
H 4.5234 -3.4369 1.2689 0.0000
H 4.1264 -5.6612 2.2806 0.0000
H 1.9380 -6.1775 3.3034 0.0002
H 0.1405 -4.4943 3.3039 0.0005
H 0.8063 -1.7065 4.9301 0.0003
H -0.3421 -1.7979 7.1020 -0.0001
H -2.8068 -1.9660 7.1999 0.0003
H -4.1190 -2.0379 5.1083 0.0000
H -2.9886 -1.9572 2.9346 0.0004
H 1.0056 -1.2500 -4.1525 0.0003
H -0.3582 -1.1326 -6.1932 0.0000
H -2.8240 -1.1576 -6.0513 0.0002
H -3.9286 -1.3168 -3.8422 0.0000
H -2.5798 -1.4257 -1.7946 0.0001
H 1.5069 -3.7996 -2.5117 0.0003
H 3.8225 -4.4287 -3.0584 0.0001
H 5.6798 -2.8806 -2.5640 0.0000
H 5.2184 -0.6887 -1.5121 0.0000
H 2.9038 -0.0546 -0.9429 0.0022
C 0.1986 3.7517 -5.1762 0.0030
N 0.8480 4.1066 -3.9229 0.0450
C 0.9100 5.3555 -3.3792 0.0497
C 1.5066 5.2155 -2.1616 0.0386
N 1.7749 3.8962 -1.9648 0.0501
B 2.3866 3.2811 -0.6460 0.0128
N 1.3446 3.4116 0.5305 0.0503
C 0.5458 4.4978 0.8053 0.0014
C 0.2141 4.4628 2.1167 0.0146
N 0.8261 3.3583 2.6560 0.0168
C 0.7194 2.9445 4.0465 0.0028
C 1.4831 2.7049 1.6762 0.0111
S 2.2707 1.1799 1.8477 0.1094
C 1.3930 3.2144 -3.0605 0.0237
S 1.5221 1.5596 -3.3687 0.6253
H 0.0410 4.6696 -5.7387 0.0003
H -0.7415 3.2497 -4.9478 0.0010
H 0.8430 3.0798 -5.7363 0.0031
H 0.5505 6.2282 -3.8917 0.0033
H 1.7754 5.9643 -1.4395 0.0023
H 3.3528 3.9501 -0.3732 0.0029
H 2.6377 2.1317 -0.8495 0.0028
H 0.2418 5.1925 0.0451 0.0003
H -0.4193 5.0997 2.7040 0.0016
H 0.7511 3.8383 4.6674 0.0005
H 1.5698 2.3080 4.2779 0.0014
H -0.2042 2.3875 4.1953 0.0006
```

Properties
* ⟨S²⟩: 8.78
* HOMO-LUMO gap (alpha / beta): 7.45 / 5.77 eV
* 2S+1: 6
* LUMO (alpha / beta): 0.52 / -1.98 eV



Ordered calculated total energy results: -15076.9369; -90261.0098; -16347.7912; -294100.5998; -207445.3990; unit eV.